Entry 1:
# C14H20FNO3S

The molecule C14H20FNO3S (ωB97M-V/def2-TZVPD, the OMol25 dataset).

- energy relative to the best compared isomer or geometry (same formula, charge and spin) (kJ/mol) = 30.0
- maximum force (hartree/bohr) = 0.020
- orbital gap (eV) = 9.559
- highest occupied orbital energy (eV) = -8.812

ORCA input file:
```
! RIJCOSX wB97M-V def2-TZVPD def2/J DEFGRID3
* xyz 0 1
C -0.75 4.30 1.78
C -0.02 3.35 2.72
O 1.28 3.01 2.25
C 1.40 2.13 1.23
C 0.38 1.40 0.64
C 0.65 0.52 -0.39
S -0.70 -0.42 -1.11
O -0.60 -0.37 -2.53
O -1.91 0.04 -0.49
N -0.29 -1.95 -0.62
C -0.55 -2.29 0.76
C -2.01 -2.63 1.07
C -2.60 -3.68 0.13
C -2.80 -3.13 -1.29
C -1.61 -3.36 -2.22
C -0.25 -3.00 -1.60
C 1.93 0.34 -0.88
C 2.97 1.06 -0.31
C 2.70 1.93 0.73
F 3.71 2.62 1.28
H -0.96 3.82 0.83
H -0.15 5.18 1.60
H -1.69 4.60 2.23
H -0.61 2.45 2.92
H 0.18 3.85 3.68
H -0.65 1.48 0.95
H -0.25 -1.42 1.36
H 0.09 -3.13 1.02
H -2.61 -1.72 0.99
H -2.06 -2.98 2.10
H -3.58 -3.98 0.53
H -1.97 -4.57 0.11
H -3.00 -2.06 -1.23
H -3.67 -3.60 -1.75
H -1.76 -2.75 -3.11
H -1.58 -4.41 -2.53
H 0.43 -2.68 -2.39
H 0.19 -3.88 -1.11
H 2.10 -0.34 -1.70
H 3.99 0.96 -0.65
*
```

Partial charges, Mulliken, in e:
1. C -1.006
2. C -0.391
3. O -0.465
4. C 0.025
5. C 0.302
6. C -0.973
7. S 1.365
8. O -0.764
9. O -0.691
10. N 0.229
11. C -0.903
12. C -0.468
13. C -0.833
14. C -0.549
15. C -0.650
16. C -0.869
17. C -0.398
18. C -0.787
19. C 0.631
20. F -0.322
21. H 0.311
22. H 0.315
23. H 0.356
24. H 0.321
25. H 0.338
26. H 0.628
27. H 0.277
28. H 0.454
29. H 0.271
30. H 0.436
31. H 0.387
32. H 0.334
33. H 0.196
34. H 0.435
35. H 0.358
36. H 0.386
37. H 0.264
38. H 0.547
39. H 0.448
40. H 0.454

Entry 2:
# C14H20N2O2

A cluster of 2 separate species, C14H20N2O2 in total (ωB97M-V/def2-TZVPD, the OMol25 dataset).

- energy relative to the best compared isomer or geometry (same formula, charge and spin) (kJ/mol) = 1398.9
- maximum force (hartree/bohr) = 0.327
- orbital gap (eV) = 8.438
- highest occupied orbital energy (eV) = -7.962

ORCA input file:
```
! RIJCOSX wB97M-V def2-TZVPD def2/J DEFGRID3
* xyz 0 1
C 3.65 2.79 -3.27
C 2.76 1.61 -2.59
C 3.01 1.21 -1.20
C 2.27 0.26 -0.75
C 1.25 -0.49 -1.66
C 1.17 0.03 -2.90
C 1.91 1.16 -3.49
H 1.77 1.09 -4.49
H 0.48 -0.68 -3.44
O 0.54 -1.42 -1.03
C 0.98 -1.92 0.41
H 2.00 -2.24 0.43
C 0.25 -0.97 1.25
O 1.23 -0.58 2.36
N -0.89 -0.59 1.33
C -1.87 -0.81 0.46
H -2.39 -1.85 0.72
C -3.08 0.14 0.46
N -3.71 0.07 1.91
C -4.82 -0.52 2.05
H -5.28 -0.45 2.89
H -5.45 -0.24 1.27
H -4.60 -1.69 2.06
C -2.65 0.15 2.95
C -1.24 0.12 2.48
H -0.68 0.27 3.34
H -1.47 1.49 1.98
H -2.99 0.51 3.86
H -2.67 -0.93 3.18
H -2.75 1.09 0.20
H -3.77 -0.37 -0.16
H -1.50 -1.14 -0.61
H 0.21 -2.80 0.43
H 2.45 0.08 0.18
H 3.80 1.85 -0.83
H 4.43 3.18 -2.42
H 3.01 3.30 -3.83
H 4.34 2.55 -4.00
*
```

Partial charges, Mulliken, in e:
1. C -1.485
2. C 1.208
3. C -1.086
4. C -0.351
5. C 0.597
6. C -0.572
7. C -0.768
8. H 0.397
9. H 0.247
10. O -0.590
11. C -0.665
12. H 0.360
13. C 0.897
14. O -0.767
15. N 0.557
16. C -0.316
17. H 0.269
18. C -1.324
19. N 0.037
20. C -1.055
21. H 0.433
22. H 0.357
23. H 0.271
24. C -0.937
25. C -1.060
26. H 0.405
27. H 0.216
28. H 0.608
29. H 0.437
30. H 0.376
31. H 0.503
32. H 0.506
33. H 0.243
34. H 0.743
35. H 0.277
36. H 0.227
37. H 0.417
38. H 0.391

Entry 3:
# C14H20N2O2

A structure of composition C14H20N2O2 (ωB97M-V/def2-TZVPD, the OMol25 dataset).

- energy relative to the best compared isomer or geometry (same formula, charge and spin) (kJ/mol) = 448.4
- maximum force (hartree/bohr) = 0.155
- orbital gap (eV) = 7.494
- highest occupied orbital energy (eV) = -7.714

ORCA input file:
```
! RIJCOSX wB97M-V def2-TZVPD def2/J DEFGRID3
* xyz 0 1
O 1.41 2.11 0.89
O -2.71 0.21 -0.15
C 0.17 1.71 0.63
C -0.72 0.91 1.29
C -1.68 0.89 0.13
C -0.66 1.72 -0.57
N -0.69 0.28 2.58
N -0.45 1.81 -1.94
C 0.29 0.68 3.55
C -1.66 -0.73 2.79
C 0.83 1.74 -2.56
C -1.47 1.11 -2.76
C -0.41 0.87 4.87
C -2.38 -0.39 4.10
C 1.28 0.31 -2.52
C -1.10 -0.31 -2.97
C -1.42 -0.23 5.27
C 0.43 -0.58 -3.40
H 0.78 1.60 3.21
H 1.06 -0.08 3.60
H -1.15 -1.64 2.86
H -2.35 -0.78 2.02
H 0.77 2.07 -3.65
H 1.46 2.40 -2.00
H -1.38 1.61 -3.73
H -2.51 1.18 -2.43
H 0.42 0.98 5.66
H -0.93 1.74 4.86
H -2.97 0.61 3.90
H -3.03 -1.24 4.35
H 1.13 0.00 -1.44
H 2.36 0.13 -2.81
H -1.41 -1.00 -2.19
H -1.68 -0.78 -3.86
H -1.92 0.12 6.25
H -0.88 -1.19 5.45
H 0.59 -0.17 -4.43
H 0.62 -1.61 -3.12
*
```

Partial charges, Mulliken, in e:
1. O -0.813
2. O -0.737
3. C -0.486
4. C 0.954
5. C 0.138
6. C 0.673
7. N 0.232
8. N -0.089
9. C -0.547
10. C -0.822
11. C -1.008
12. C -0.993
13. C -0.823
14. C -0.565
15. C -0.323
16. C -0.426
17. C -0.582
18. C -0.681
19. H 0.328
20. H 0.320
21. H 0.398
22. H 0.420
23. H 0.365
24. H 0.467
25. H 0.493
26. H 0.391
27. H 0.321
28. H 0.400
29. H 0.258
30. H 0.331
31. H 0.211
32. H 0.336
33. H 0.285
34. H 0.347
35. H 0.283
36. H 0.295
37. H 0.300
38. H 0.352

Entry 4:
# C14H20N2O2S

The molecule C14H20N2O2S (ωB97M-V/def2-TZVPD, the OMol25 dataset).

- energy relative to the best compared isomer or geometry (same formula, charge and spin) (kJ/mol) = 0.0
- maximum force (hartree/bohr) = 0.010
- orbital gap (eV) = 8.617
- highest occupied orbital energy (eV) = -7.977

ORCA input file:
```
! RIJCOSX wB97M-V def2-TZVPD def2/J DEFGRID3
* xyz 0 1
C -5.25 -1.10 1.68
C -4.96 -1.58 0.26
C -3.48 -1.54 -0.13
C -2.60 -2.45 0.73
N -2.97 -0.18 -0.06
C -2.67 0.55 -1.15
O -2.82 0.18 -2.29
C -2.14 1.95 -0.83
S -1.13 2.06 0.68
C 0.36 1.20 0.26
C 0.51 0.43 -0.88
C 1.72 -0.19 -1.13
C 2.79 -0.07 -0.24
N 3.98 -0.72 -0.56
C 5.16 -0.75 0.13
C 6.22 -1.57 -0.59
O 5.35 -0.20 1.19
C 2.62 0.69 0.91
C 1.42 1.32 1.16
H -6.32 -1.14 1.87
H -4.93 -0.07 1.82
H -4.76 -1.72 2.42
H -5.52 -0.96 -0.44
H -5.31 -2.61 0.15
H -3.40 -1.83 -1.18
H -2.98 -3.47 0.70
H -1.58 -2.44 0.35
H -2.59 -2.11 1.76
H -2.78 0.20 0.85
H -1.57 2.33 -1.68
H -2.98 2.61 -0.65
H -0.29 0.31 -1.59
H 1.83 -0.79 -2.03
H 3.96 -1.23 -1.44
H 7.14 -1.55 0.00
H 6.42 -1.14 -1.57
H 5.89 -2.59 -0.71
H 3.44 0.79 1.61
H 1.29 1.91 2.05
*
```

Partial charges, Mulliken, in e:
1. C -1.194
2. C -0.590
3. C 0.017
4. C -1.527
5. N 0.047
6. C 0.447
7. O -0.680
8. C -0.780
9. S -0.208
10. C 1.029
11. C -0.409
12. C -1.302
13. C 0.739
14. N -0.133
15. C 0.810
16. C -1.303
17. O -0.608
18. C -0.570
19. C -0.851
20. H 0.393
21. H 0.270
22. H 0.303
23. H 0.327
24. H 0.396
25. H 0.365
26. H 0.374
27. H 0.407
28. H 0.384
29. H 0.342
30. H 0.425
31. H 0.443
32. H 0.293
33. H 0.258
34. H 0.193
35. H 0.353
36. H 0.327
37. H 0.328
38. H 0.521
39. H 0.361

Entry 5:
# C14H20NO4

A cluster of 2 separate species, C14H20NO4 in total (ωB97M-V/def2-TZVPD, the OMol25 dataset).

- energy relative to the best compared isomer or geometry (same formula, charge and spin) (kJ/mol) = 0.0
- maximum force (hartree/bohr) = 0.014
- orbital gap (eV) = 4.850
- highest occupied orbital energy (eV) = -2.598

ORCA input file:
```
! RIJCOSX wB97M-V def2-TZVPD def2/J DEFGRID3
* xyz -1 1
C 4.19 -1.28 1.04
C 3.41 -0.26 0.74
C 2.91 -0.03 -0.66
C 2.28 1.34 -0.96
C 1.54 2.01 0.19
C 0.20 1.35 0.51
N -0.80 1.62 -0.53
C -2.18 1.72 -0.02
C -2.90 0.39 0.02
C -2.58 -0.55 1.01
C -3.19 -1.80 1.05
C -4.13 -2.13 0.08
C -4.47 -1.21 -0.90
C -3.86 0.04 -0.92
O -4.20 0.95 -1.91
O 1.95 -1.10 -0.99
C 2.05 -1.64 -2.19
O 2.42 -1.09 -3.20
H 4.44 -1.49 2.09
H 4.57 -1.95 0.26
H 3.16 0.40 1.56
H 3.76 -0.15 -1.34
H 3.07 2.01 -1.31
H 1.60 1.20 -1.80
H 1.31 3.04 -0.11
H 2.14 2.08 1.10
H -0.16 1.78 1.45
H 0.35 0.28 0.70
H -0.80 0.83 -1.17
H -2.74 2.37 -0.70
H -2.18 2.17 0.97
H -1.84 -0.29 1.76
H -2.92 -2.51 1.81
H -4.60 -3.11 0.08
H -5.19 -1.46 -1.67
H -5.16 1.05 -1.89
H 1.74 -2.69 -2.19
O 3.78 -0.62 3.95
H 3.03 -1.22 4.06
*
```

Partial charges, Mulliken, in e:
1. C -1.031
2. C -0.513
3. C 0.312
4. C -0.977
5. C -1.109
6. C -0.372
7. N -0.274
8. C -1.149
9. C 0.378
10. C -0.126
11. C -0.868
12. C -0.367
13. C -0.557
14. C 0.509
15. O -0.562
16. O -0.208
17. C 0.038
18. O -0.520
19. H 0.368
20. H 0.271
21. H 0.362
22. H 0.659
23. H 0.341
24. H 0.304
25. H 0.470
26. H 0.447
27. H 0.567
28. H 0.195
29. H 0.315
30. H 0.414
31. H 0.430
32. H 0.379
33. H 0.399
34. H 0.363
35. H 0.394
36. H 0.318
37. H 0.381
38. O -1.114
39. H 0.134

Entry 6:
# C14H21As2CoN2S3

A structure of composition C14H21As2CoN2S3 (ωB97M-V/def2-TZVPD, the OMol25 dataset).

- energy relative to the best compared isomer or geometry (same formula, charge and spin) (kJ/mol) = 13.1
- maximum force (hartree/bohr) = 0.005
- orbital gap (alpha / beta) (eV) = 7.412 / 8.548
- highest occupied orbital energy (alpha / beta) (eV) = -11.327 / -11.610

ORCA input file:
```
! RIJCOSX wB97M-V def2-TZVPD def2/J DEFGRID3
* xyz 1 2
Co 0.90 0.46 0.03
C 1.41 -0.87 3.50
As 0.78 -1.18 1.71
C -1.03 -1.81 1.96
C 1.73 -2.76 1.12
C 1.83 -3.90 1.90
C 2.52 -5.01 1.43
C 3.11 -4.98 0.17
C 3.02 -3.84 -0.61
C 2.33 -2.73 -0.14
As 2.20 -1.10 -1.17
C 1.70 -1.69 -2.94
C 4.03 -0.53 -1.39
H 1.25 -1.76 4.10
H 0.84 -0.03 3.92
H 2.46 -0.61 3.46
H -1.04 -2.66 2.64
H -1.44 -2.09 1.00
H -1.61 -0.99 2.38
H 1.37 -3.94 2.88
H 2.59 -5.90 2.04
H 3.65 -5.84 -0.20
H 3.49 -3.82 -1.59
H 2.43 -2.42 -3.29
H 1.69 -0.83 -3.61
H 0.71 -2.14 -2.91
H 4.63 -1.34 -1.80
H 4.41 -0.23 -0.41
H 4.05 0.32 -2.06
S -0.78 0.35 -1.57
C -2.17 1.15 -1.06
N -3.15 1.44 -1.90
C -4.23 2.29 -1.39
C -4.27 2.02 0.10
S -2.55 1.63 0.56
H -3.02 1.29 -2.89
H -5.17 2.03 -1.87
H -4.00 3.34 -1.60
H -4.89 1.16 0.35
H -4.60 2.89 0.67
S 0.51 2.20 1.44
C 2.16 1.82 1.50
N 3.22 1.36 1.42
*
```

Partial charges, Mulliken, in e:
1. Co -0.170
2. C -1.203
3. As 1.152
4. C -1.249
5. C 0.058
6. C -0.484
7. C -0.718
8. C -0.725
9. C -0.366
10. C 0.212
11. As 0.744
12. C -1.245
13. C -1.227
14. H 0.450
15. H 0.417
16. H 0.373
17. H 0.440
18. H 0.340
19. H 0.382
20. H 0.325
21. H 0.401
22. H 0.395
23. H 0.317
24. H 0.438
25. H 0.415
26. H 0.378
27. H 0.432
28. H 0.377
29. H 0.420
30. S -0.391
31. C 0.469
32. N -0.189
33. C -0.575
34. C -0.552
35. S -0.096
36. H 0.260
37. H 0.337
38. H 0.279
39. H 0.301
40. H 0.410
41. S -0.305
42. C 0.489
43. N -0.513